one.
Density functional theory data (wB97M-V/def2-TZVPD) for a cluster of 2 separate species, C4H9NO3 in total.

Properties
- Kohn-Sham gap: 9.926 eV
- E_HOMO: -9.19 eV

Geometry (Å):
C1 1.846 0.509 1.106
N1 1.935 -0.009 -0.067
O1 1.992 -1.190 -0.361
O2 1.959 0.876 -1.154
H1 1.836 -0.152 1.950
H2 1.834 1.573 1.234
H3 1.337 1.610 -0.988
C2 -1.315 -1.491 -0.140
C3 -1.520 -0.067 -0.652
C4 -0.943 0.963 0.259
O3 -0.325 1.936 -0.098
H4 -1.848 -2.189 -0.779
H5 -0.262 -1.761 -0.165
H6 -1.685 -1.597 0.877
H7 -2.594 0.146 -0.704
H8 -1.103 0.053 -1.654
H9 -1.144 0.790 1.336

two.
Density functional theory data (wB97M-V/def2-TZVPD) for a cluster of 2 separate species, C4H9NO3 in total.

Properties
- Kohn-Sham gap: 8.356 eV
- E_HOMO: -8.61 eV

Geometry (Å):
C1 1.439 0.542 -0.681
C2 1.023 -0.445 0.207
N1 0.650 -1.718 -0.290
O1 1.605 -0.417 1.465
H1 1.217 0.447 -1.735
H2 2.146 1.297 -0.370
H3 0.184 -2.256 0.434
H4 1.466 -2.239 -0.599
H5 0.874 -0.215 2.086
C3 -1.814 0.038 -0.368
C4 -0.751 0.554 0.574
O2 -0.876 0.545 1.789
O3 -0.152 1.859 -0.031
H6 -2.571 0.819 -0.490
H7 -2.294 -0.845 0.053
H8 -1.409 -0.218 -1.345
H9 -0.737 2.253 -0.699

three.
Density functional theory data (wB97M-V/def2-TZVPD) for a structure of composition C4H9NO3.

Properties
- Kohn-Sham gap: 9.183 eV
- E_HOMO: -8.84 eV

Geometry (Å):
C1 0.618 -0.896 0.891
C2 -0.178 0.074 0.158
C3 0.440 1.292 -0.492
C4 -0.054 0.228 -1.341
H1 -1.307 -2.159 1.028
H2 0.278 -2.106 2.546
H3 1.546 0.124 1.378
H4 1.256 -1.745 0.302
H5 -1.852 -0.004 1.080
H6 -0.218 2.088 -0.316
H7 1.840 1.831 -1.315
H8 0.750 -0.300 -1.771
H9 -1.902 0.660 -1.957
N1 -0.478 -1.521 1.867
O1 -1.356 0.684 0.675
O2 1.730 1.592 -0.368
O3 -1.113 0.160 -2.364

Least stable: three

one.
Density functional theory data (wB97M-V/def2-TZVPD) for an isolated molecule of C4H9NO3.

Properties
- Kohn-Sham gap: 9.837 eV
- E_HOMO: -9.31 eV

Geometry (Å):
C1 -0.785 -1.588 0.093
C2 -0.389 -0.531 -0.954
O1 -1.602 -0.120 -1.517
C3 0.774 0.458 -0.488
N1 0.038 1.727 -0.361
C4 1.344 0.183 0.899
O2 2.347 -0.487 1.049
O3 0.692 0.620 1.964
H1 -0.284 -1.601 1.052
H2 -0.947 -2.540 -0.454
H3 -1.863 -1.340 0.430
H4 0.094 -1.157 -1.779
H5 -1.781 0.824 -1.521
H6 1.618 0.507 -1.175
H7 0.521 2.534 0.015
H8 -0.954 1.755 -0.040
H9 1.178 0.757 2.787

two.
Density functional theory data (wB97M-V/def2-TZVPD) for a cluster of 2 separate species, C4H9NO3 in total.

Properties
- Kohn-Sham gap: 9.822 eV
- E_HOMO: -9.46 eV

Geometry (Å):
C1 -0.385 -2.125 0.472
N1 -0.459 -0.755 0.940
C2 0.617 -0.126 1.227
O1 1.828 -0.709 1.292
H1 0.259 -2.738 1.121
H2 -1.401 -2.528 0.441
H3 0.039 -2.158 -0.544
H4 0.518 0.892 1.598
H5 2.456 -0.140 1.745
C3 0.401 1.771 -1.501
O2 -0.223 0.534 -1.244
C4 -1.447 0.518 -0.304
O3 -1.801 1.526 0.248
H6 -0.104 2.590 -0.962
H7 0.382 1.953 -2.588
H8 1.456 1.704 -1.188
H9 -2.137 -0.210 -0.751

Least stable: two

one.
Density functional theory data (wB97M-V/def2-TZVPD) for a structure of composition C4H9NO3.

Properties
- Kohn-Sham gap: 8.636 eV
- E_HOMO: -8.03 eV

Geometry (Å):
C1 0.604 -0.571 -1.095
C2 -0.379 2.136 -0.511
C3 -0.132 -0.387 1.780
N1 0.578 -0.983 0.331
C4 -0.848 -0.281 -0.829
O1 -1.135 0.960 -0.225
O2 0.877 -2.377 0.481
O3 -1.778 -1.020 -1.179
H1 1.468 -2.593 -0.277
H2 0.681 -1.420 -1.777
H3 1.336 0.185 -1.370
H4 -0.918 3.013 -0.145
H5 -0.237 2.239 -1.590
H6 0.584 2.104 0.006
H7 0.726 -0.458 2.446
H8 -0.886 -1.146 1.972
H9 -0.541 0.600 1.982

two.
Density functional theory data (wB97M-V/def2-TZVPD) for an isolated molecule of C4H9NO3.

Properties
- Kohn-Sham gap: 10.183 eV
- E_HOMO: -9.58 eV

Geometry (Å):
C1 1.197 -1.798 -0.565
C2 1.123 -0.296 -0.686
O1 1.723 0.297 -1.587
C3 0.330 0.451 0.392
N1 0.676 1.897 0.358
C4 -1.184 0.159 0.174
O2 -1.705 -0.626 1.227
O3 -1.952 1.351 0.148
H1 1.396 -2.232 -1.548
H2 0.249 -2.202 -0.203
H3 1.998 -2.067 0.128
H4 0.671 0.062 1.358
H5 -0.168 2.395 0.053
H6 1.351 2.038 -0.403
H7 -1.360 -0.366 -0.772
H8 -1.500 -0.132 2.042
H9 -2.844 1.069 -0.117

three.
Density functional theory data (wB97M-V/def2-TZVPD) for a cluster of 2 separate species, C4H9NO3 in total.

Properties
- Kohn-Sham gap: 9.933 eV
- E_HOMO: -9.46 eV

Geometry (Å):
C1 0.729 -0.602 1.580
C2 1.385 -0.940 0.260
O1 2.526 -1.392 0.161
N1 0.877 -0.469 -0.950
C3 -0.485 -0.041 -1.216
C4 -0.434 1.463 -1.647
O2 -1.389 2.154 -1.422
H1 0.769 -1.202 2.488
H2 1.238 0.393 1.862
H3 -0.279 -0.276 1.288
H4 1.551 -0.629 -1.769
H5 -0.892 -0.705 -2.136
H6 -1.067 -0.457 -0.347
H7 0.373 1.784 -2.250
O3 -2.403 -0.220 2.407
H8 -2.757 0.169 1.586
H9 -2.114 0.597 2.893

Least stable: one

one.
Density functional theory data (wB97M-V/def2-TZVPD) for an isolated molecule of C4H9NO3.

Properties
- Kohn-Sham gap: 10.159 eV
- E_HOMO: -9.42 eV

Geometry (Å):
N1 -1.550 0.932 -0.361
C1 -0.217 0.606 0.155
C2 0.138 -0.862 0.056
C3 0.411 -1.356 -1.366
O1 1.674 -0.945 -1.884
C4 -0.332 0.984 1.657
O2 -1.196 0.622 2.407
O3 0.734 1.708 2.071
H1 -1.963 0.217 -0.941
H2 -1.622 1.853 -0.748
H3 0.580 1.178 -0.318
H4 1.066 -0.988 0.632
H5 -0.635 -1.429 0.585
H6 0.183 -2.418 -1.489
H7 -0.216 -0.769 -2.053
H8 2.357 -1.356 -1.368
H9 0.588 2.021 2.963

two.
Density functional theory data (wB97M-V/def2-TZVPD) for an isolated molecule of C4H9NO3.

Properties
- Kohn-Sham gap: 10.430 eV
- E_HOMO: -9.76 eV

Geometry (Å):
C1 -1.789 -1.075 0.380
C2 -0.387 -0.440 0.645
C3 0.727 -1.520 0.793
O1 0.348 -2.856 0.479
N1 -0.042 0.336 -0.558
C4 0.297 1.634 -0.499
O2 0.572 2.231 0.519
O3 0.418 2.212 -1.748
H1 -2.160 -1.430 1.345
H2 -2.393 -0.255 0.011
H3 -1.701 -1.906 -0.311
H4 -0.412 0.232 1.493
H5 1.090 -1.583 1.836
H6 1.572 -1.200 0.197
H7 -0.378 -3.084 1.072
H8 -0.051 -0.142 -1.444
H9 1.143 2.811 -1.588

three.
Density functional theory data (wB97M-V/def2-TZVPD) for an isolated molecule of C4H9NO3.

Properties
- Kohn-Sham gap: 10.335 eV
- E_HOMO: -9.56 eV

Geometry (Å):
C1 1.321 -0.464 -1.481
C2 -0.171 -0.183 -1.490
O1 -0.610 0.698 -0.398
C3 -0.520 0.079 0.831
C4 -0.477 1.233 1.832
O2 0.325 2.202 1.099
N1 -0.608 -1.107 1.369
O3 -0.609 -2.147 0.375
H1 1.858 0.457 -1.283
H2 1.579 -1.053 -2.466
H3 1.443 -1.133 -0.600
H4 -0.454 0.354 -2.477
H5 -0.877 -1.070 -1.448
H6 -1.439 1.552 2.055
H7 -0.015 1.086 2.887
H8 -0.415 2.391 0.334
H9 -0.332 -2.895 0.861

Least stable: three

one.
Density functional theory data (wB97M-V/def2-TZVPD) for a cluster of 3 separate species, H6O3 in total.

Properties
- <S²>: 0.750
- Total charge: -1
- Kohn-Sham gap (spin up / spin down): 2.499 / 10.793 eV
- E_HOMO (spin up / spin down): 1.14 / -6.96 eV
- 2S+1: 2

Geometry (Å):
O1 0.167 -3.023 -0.644
H1 -0.473 -3.200 -1.367
H2 0.871 -2.566 -1.158
O2 0.970 3.918 1.734
H3 0.835 2.976 1.854
H4 1.913 4.034 1.592
O3 -1.454 -0.625 -1.004
H5 -1.864 -0.099 -0.313
H6 -0.966 -1.415 -0.695

two.
Density functional theory data (wB97M-V/def2-TZVPD) for a cluster of 3 separate species, H6O3 in total.

Properties
- <S²>: 0.750
- Total charge: -1
- Kohn-Sham gap (spin up / spin down): 2.494 / 9.599 eV
- E_HOMO (spin up / spin down): 1.00 / -6.12 eV
- 2S+1: 2

Geometry (Å):
O1 -1.340 1.992 -2.000
H1 -1.173 1.107 -1.761
H2 -2.351 2.213 -1.941
O2 -0.078 -0.105 -0.856
H3 0.308 -0.695 -0.253
H4 0.704 0.152 -1.360
O3 1.165 -1.560 2.358
H5 0.627 -1.834 3.109
H6 2.137 -1.270 2.705

Least stable: two

one.
Density functional theory data (wB97M-V/def2-TZVPD) for a cluster of 2 separate species, C5H16N3 in total.

Properties
- <S²>: 0.756
- Total charge: +2
- Kohn-Sham gap (spin up / spin down): 8.596 / 3.406 eV
- E_HOMO (spin up / spin down): -17.51 / -17.50 eV
- 2S+1: 2

Geometry (Å):
C1 -0.941 1.337 -0.644
C2 0.511 1.409 -1.068
C3 -0.596 1.063 1.780
N1 -1.099 1.813 0.722
N2 -0.549 -0.253 1.786
N3 0.068 1.739 2.725
H1 -1.476 2.002 -1.324
H2 -1.354 0.333 -0.780
H3 0.966 2.392 -0.891
H4 0.630 1.461 -2.162
H5 -1.363 2.779 0.925
H6 -1.095 -0.705 1.044
H7 -0.429 -0.856 2.599
H8 -0.134 2.721 2.886
H9 0.233 1.268 3.618
H10 1.201 0.608 -0.820
C4 -0.112 -2.408 -1.590
C5 1.348 -2.353 -0.979
H11 -0.798 -1.785 -1.033
H12 0.180 -2.028 -2.577
H13 -0.300 -3.449 -1.827
H14 1.729 -1.339 -1.010
H15 1.311 -2.724 0.052
H16 2.069 -3.025 -1.432

two.
Density functional theory data (wB97M-V/def2-TZVPD) for a cluster of 2 separate species, C5H16N3 in total.

Properties
- <S²>: 0.760
- Total charge: +2
- Kohn-Sham gap (spin up / spin down): 8.457 / 3.019 eV
- E_HOMO (spin up / spin down): -17.44 / -17.37 eV
- 2S+1: 2

Geometry (Å):
C1 -0.187 -2.711 0.390
C2 -1.024 -0.821 -0.939
N1 -0.084 -1.835 -0.718
N2 -2.272 -0.956 -0.564
N3 -0.619 0.170 -1.729
H1 0.799 -1.781 -1.226
H2 -2.708 -1.848 -0.348
H3 -2.907 -0.166 -0.565
H4 0.284 0.565 -1.500
H5 -1.119 0.584 -2.509
H6 -0.200 -3.762 -0.012
H7 -1.094 -2.517 0.984
H8 0.618 -2.649 1.147
C3 0.869 1.821 0.642
C4 0.771 1.551 2.181
C5 2.206 2.481 0.418
H9 0.904 0.897 0.026
H10 0.072 2.469 0.231
H11 1.264 2.313 2.763
H12 1.167 0.578 2.490
H13 2.358 3.592 0.540
H14 2.915 1.981 1.076
H15 -0.321 1.799 2.377
H16 2.645 2.353 -0.572

Least stable: two